(1)
{"formula": "C59H71As2N3O4PS3Ti", "method": "the ωB97M-V functional and the def2-TZVPD basis", "symbols": ["Ti", "C", "C", "C", "C", "C", "C", "C", "S", "O", "C", "C", "C", "C", "C", "C", "C", "C", "C", "C", "C", "C", "C", "C", "C", "C", "C", "C", "C", "C", "S", "O", "C", "C", "C", "C", "C", "C", "C", "H", "H", "H", "H", "H", "H", "H", "H", "H", "H", "H", "H", "H", "H", "H", "H", "H", "H", "H", "H", "H", "H", "H", "H", "H", "H", "C", "C", "As", "C", "C", "C", "C", "H", "H", "H", "H", "H", "H", "H", "H", "H", "H", "H", "H", "H", "H", "H", "C", "C", "C", "N", "C", "C", "H", "H", "H", "H", "H", "C", "P", "C", "C", "O", "H", "H", "H", "H", "H", "H", "H", "H", "H", "C", "As", "C", "C", "S", "H", "H", "H", "H", "H", "H", "H", "H", "H", "C", "C", "O", "H", "H", "H", "N", "C", "C", "C", "C", "C", "N", "C", "H", "H", "H", "H"], "positions_angstrom": [[0.410, -1.068, 1.151], [-5.897, 4.402, -1.300], [-4.683, 3.516, -1.288], [-3.784, 3.547, -0.221], [-2.661, 2.738, -0.200], [-2.450, 1.868, -1.257], [-3.330, 1.808, -2.334], [-4.438, 2.639, -2.343], [-1.024, 0.847, -1.421], [-0.680, 0.317, -0.039], [0.173, 2.133, -1.750], [0.496, 2.878, -0.594], [0.939, 4.156, -0.709], [0.839, 4.800, -1.968], [0.984, 6.207, -2.058], [0.649, 6.870, -3.199], [0.123, 6.144, -4.290], [0.058, 4.783, -4.256], [0.479, 4.046, -3.113], [0.408, 2.595, -3.040], [0.472, 1.763, -4.291], [1.120, 2.302, -5.471], [2.217, 3.207, -5.394], [2.830, 3.670, -6.519], [2.374, 3.287, -7.800], [1.382, 2.362, -7.908], [0.785, 1.801, -6.749], [-0.048, 0.663, -6.849], [-0.327, -0.049, -5.725], [-0.009, 0.465, -4.449], [0.379, -0.850, -3.240], [1.532, -1.534, -3.877], [-1.032, -1.964, -3.502], [-2.334, -1.758, -3.056], [-3.303, -2.719, -3.295], [-3.008, -3.904, -3.967], [-4.064, -4.950, -4.197], [-1.702, -4.087, -4.412], [-0.722, -3.129, -4.191], [-5.869, 5.127, -0.490], [-6.808, 3.810, -1.192], [-5.972, 4.943, -2.243], [-3.961, 4.229, 0.602], [-1.960, 2.792, 0.618], [-3.150, 1.125, -3.156], [-5.128, 2.599, -3.176], [0.382, 2.398, 0.367], [1.236, 4.730, 0.161], [1.309, 6.750, -1.179], [0.736, 7.946, -3.256], [-0.236, 6.671, -5.163], [-0.365, 4.260, -5.101], [2.598, 3.505, -4.430], [3.680, 4.333, -6.428], [2.848, 3.688, -8.685], [1.070, 1.996, -8.878], [-0.345, 0.298, -7.823], [-0.774, -1.033, -5.804], [-2.634, -0.851, -2.543], [-4.316, -2.543, -2.958], [-5.064, -4.541, -4.067], [-3.952, -5.770, -3.485], [-3.988, -5.370, -5.199], [-1.443, -4.993, -4.947], [0.291, -3.277, -4.539], [4.091, -3.056, 4.197], [2.759, -3.759, 3.983], [1.862, -3.449, 2.276], [0.648, -4.994, 2.425], [-0.607, -4.760, 3.259], [3.197, -4.199, 1.051], [3.546, -5.670, 1.253], [4.531, -3.368, 5.146], [3.978, -1.972, 4.221], [4.814, -3.314, 3.420], [2.036, -3.481, 4.753], [2.891, -4.840, 4.036], [1.250, -5.783, 2.873], [0.385, -5.329, 1.419], [-0.385, -4.261, 4.206], [-1.082, -5.712, 3.500], [-1.342, -4.159, 2.724], [4.090, -3.583, 1.173], [2.850, -4.015, 0.032], [3.985, -5.857, 2.233], [4.281, -5.976, 0.508], [2.684, -6.324, 1.140], [-1.736, 3.821, 3.772], [-2.657, 2.799, 3.617], [-2.218, 1.591, 3.095], [-0.957, 1.347, 2.745], [-0.076, 2.337, 2.905], [-0.418, 3.585, 3.403], [-2.036, 4.781, 4.171], [-3.698, 2.931, 3.879], [-2.928, 0.785, 2.936], [0.948, 2.106, 2.630], [0.337, 4.354, 3.502], [4.476, -0.726, 1.247], [3.415, 0.649, 0.863], [3.741, 1.063, -0.837], [3.910, 2.023, 1.882], [1.945, 0.337, 1.083], [5.523, -0.421, 1.231], [4.320, -1.509, 0.504], [4.228, -1.103, 2.240], [4.813, 1.172, -1.002], [3.231, 1.989, -1.109], [3.358, 0.255, -1.464], [4.986, 2.183, 1.819], [3.627, 1.797, 2.912], [3.398, 2.927, 1.552], [-0.704, 0.725, 6.264], [1.070, 0.034, 6.040], [2.233, 1.371, 6.762], [1.196, -1.465, 7.224], [1.581, -0.419, 4.051], [-0.822, 1.055, 7.296], [-1.431, -0.057, 6.051], [-0.850, 1.562, 5.583], [1.988, 1.547, 7.809], [2.105, 2.288, 6.189], [3.259, 1.020, 6.672], [0.968, -1.145, 8.241], [2.208, -1.863, 7.178], [0.487, -2.230, 6.910], [0.155, -3.720, -1.087], [0.362, -2.525, -0.242], [1.336, -1.772, -0.426], [0.720, -4.533, -0.614], [0.565, -3.571, -2.088], [-0.889, -4.024, -1.133], [-5.263, -3.854, 0.050], [-4.529, -3.336, 0.762], [-3.600, -2.697, 1.663], [-3.890, -2.561, 3.017], [-2.942, -1.971, 3.829], [-1.743, -1.559, 3.271], [-1.453, -1.694, 1.968], [-2.384, -2.241, 1.178], [-4.834, -2.915, 3.410], [-3.115, -1.838, 4.888], [-0.961, -1.112, 3.873], [-2.158, -2.337, 0.124]], "s2": 0.75, "orbital_gap_ev": [6.80, 6.80], "relative_energy_ev": 2.717, "lumo_energy_ev": [-4.73, -4.74], "charge": 2, "spin_multiplicity": 2}

(2)
{"formula": "C5F15K5O15S5", "method": "the ωB97M-V functional and the def2-TZVPD basis", "symbols": ["K", "K", "K", "K", "K", "C", "F", "F", "F", "S", "O", "O", "O", "C", "F", "F", "F", "S", "O", "O", "O", "C", "F", "F", "F", "S", "O", "O", "O", "C", "F", "F", "F", "S", "O", "O", "O", "C", "F", "F", "F", "S", "O", "O", "O"], "positions_angstrom": [[7.768, 15.610, 20.540], [12.050, 17.794, 16.866], [5.895, 25.211, 18.766], [1.112, 21.515, 12.124], [11.714, 22.690, 12.617], [2.254, 21.053, 20.312], [1.602, 20.143, 21.144], [3.313, 21.516, 20.934], [2.685, 20.458, 19.192], [1.045, 22.509, 19.910], [-0.024, 22.028, 18.996], [0.512, 22.791, 21.261], [1.823, 23.620, 19.397], [9.845, 13.376, 15.050], [10.385, 12.909, 13.914], [10.776, 13.510, 15.984], [9.295, 14.580, 14.773], [8.453, 12.253, 15.862], [8.027, 12.956, 17.063], [7.450, 12.120, 14.770], [9.076, 10.941, 16.131], [5.989, 19.234, 14.736], [6.513, 19.212, 13.496], [4.918, 19.998, 14.842], [5.464, 17.991, 15.013], [7.370, 19.787, 15.999], [8.511, 20.340, 15.266], [6.705, 20.812, 16.788], [7.759, 18.531, 16.730], [7.494, 16.529, 7.874], [7.493, 15.739, 6.809], [6.715, 16.050, 8.833], [8.753, 16.586, 8.386], [6.955, 18.332, 7.350], [7.524, 18.655, 6.020], [5.489, 18.463, 7.271], [7.534, 19.182, 8.400], [-1.090, 15.833, 14.795], [-0.766, 15.153, 13.670], [-0.657, 17.071, 14.608], [-2.429, 15.812, 15.026], [-0.206, 15.125, 16.325], [1.227, 14.959, 15.990], [-0.403, 16.128, 17.412], [-0.855, 13.839, 16.631]], "orbital_gap_ev": 2.12, "lumo_energy_ev": -3.93}

(3)
{"formula": "C5F5O2", "method": "the ωB97M-V functional and the def2-TZVPD basis", "symbols": ["C", "C", "C", "C", "C", "O", "O", "F", "F", "F", "F", "F"], "positions_angstrom": [[1.094, 0.227, -1.080], [1.396, 1.346, -0.451], [0.263, -0.865, -0.584], [-1.365, 0.539, 0.744], [-0.335, -0.589, 0.786], [1.699, 2.341, 0.076], [0.047, -1.885, -1.204], [1.657, 0.032, -2.327], [-1.949, 0.596, -0.536], [-2.434, 0.221, 1.578], [0.683, -0.195, 1.658], [-0.757, -1.768, 1.340]], "orbital_gap_ev": 6.03, "lumo_energy_ev": 3.10, "charge": -1}

(4)
{"formula": "C5F6", "method": "the ωB97M-V functional and the def2-TZVPD basis", "symbols": ["F", "C", "F", "C", "F", "C", "C", "C", "F", "F", "F"], "positions_angstrom": [[-2.646, 0.375, -1.751], [-2.593, 0.067, -0.490], [-3.801, 0.004, 0.020], [-1.520, -0.054, 0.290], [-1.777, -0.300, 1.637], [-0.133, -0.110, 0.037], [1.055, -0.131, -0.183], [2.490, -0.017, 0.030], [2.799, -0.662, 1.144], [3.372, -0.455, -0.929], [2.754, 1.282, 0.196]], "smiles": "FC(F)=C(F)C#CC(F)(F)F", "orbital_gap_ev": 10.25, "lumo_energy_ev": 0.12}

(5)
{"formula": "C5H10", "method": "the ωB97M-V functional and the def2-TZVPD basis", "symbols": ["C", "C", "C", "C", "C", "H", "H", "H", "H", "H", "H", "H", "H", "H", "H"], "positions_angstrom": [[-2.322, -0.446, -0.140], [-1.187, 0.021, 0.506], [-0.257, 0.911, -0.269], [1.172, 0.579, 0.213], [1.663, -0.851, -0.139], [-3.070, -1.000, 0.427], [-2.560, -0.166, -1.272], [-0.810, -0.268, 1.664], [-0.543, 1.922, -0.059], [-0.505, 0.758, -1.329], [1.097, 0.814, 1.342], [1.898, 1.316, -0.145], [2.670, -1.037, 0.128], [1.031, -1.633, 0.320], [1.725, -0.919, -1.247]], "smiles": "C=CCCC", "orbital_gap_ev": 10.64, "relative_energy_ev": 1.781, "lumo_energy_ev": 1.32}

(6)
{"formula": "C5H10", "method": "the ωB97M-V functional and the def2-TZVPD basis", "symbols": ["C", "C", "C", "C", "C", "H", "H", "H", "H", "H", "H", "H", "H", "H", "H"], "positions_angstrom": [[-1.128, 1.813, 0.054], [-0.687, 0.486, -0.609], [-0.147, -0.585, 0.252], [-0.117, -1.962, -0.431], [1.222, 0.154, 0.113], [-2.201, 1.850, 0.226], [-0.342, 2.129, -0.692], [-0.646, 2.270, 0.945], [-0.505, -0.505, 1.282], [0.456, -2.631, 0.227], [-1.127, -2.353, -0.338], [0.381, -1.749, -1.366], [1.282, 1.189, 0.455], [1.636, 0.257, -0.896], [1.923, -0.364, 0.778]], "orbital_gap_ev": 8.49, "relative_energy_ev": 5.793, "lumo_energy_ev": 0.64}

(7)
{"formula": "C5H10", "method": "the ωB97M-V functional and the def2-TZVPD basis", "symbols": ["C", "C", "C", "H", "H", "H", "H", "H", "H", "C", "C", "H", "H", "H", "H"], "positions_angstrom": [[3.934, -2.908, 0.266], [3.282, -1.903, 0.831], [2.642, -0.760, -0.007], [4.389, -3.607, 0.965], [4.065, -3.230, -0.751], [3.203, -1.775, 1.896], [1.834, -1.215, -0.560], [3.443, -0.435, -0.677], [2.554, 0.089, 0.663], [-4.645, 3.144, -0.733], [-5.182, 2.052, -0.161], [-3.605, 3.059, -1.027], [-5.129, 4.109, -0.694], [-4.722, 1.122, -0.442], [-6.064, 2.257, 0.431]], "smiles": "C=CC.C=C", "orbital_gap_ev": 10.90, "relative_energy_ev": 2.644, "lumo_energy_ev": 1.23}

(8)
{"formula": "C5H10", "method": "the ωB97M-V functional and the def2-TZVPD basis", "symbols": ["C", "C", "C", "C", "C", "H", "H", "H", "H", "H", "H", "H", "H", "H", "H"], "positions_angstrom": [[-0.221, 1.591, -1.968], [-0.158, 1.105, -0.741], [0.302, -0.292, -0.417], [-0.434, -0.925, 0.773], [0.455, -1.161, 2.002], [-0.115, 0.989, -2.865], [-0.411, 2.641, -2.172], [-0.422, 1.751, 0.092], [0.143, -0.879, -1.333], [1.388, -0.307, -0.331], [-0.826, -1.888, 0.446], [-1.283, -0.291, 1.012], [0.647, -2.203, 2.259], [1.420, -0.669, 1.888], [0.036, -0.697, 2.898]], "smiles": "C=CCCC", "orbital_gap_ev": 10.87, "relative_energy_ev": 1.084, "lumo_energy_ev": 1.34}

(9)
{"formula": "C5H10AsN9O4S5SeSiTc", "method": "the ωB97M-V functional and the def2-TZVPD basis", "symbols": ["Tc", "N", "C", "N", "N", "N", "N", "C", "N", "N", "N", "N", "H", "O", "S", "O", "O", "O", "S", "As", "S", "S", "S", "C", "Si", "C", "C", "Se", "H", "H", "H", "H", "H", "H", "H", "H", "H"], "positions_angstrom": [[0.548, -0.878, 1.034], [3.950, -1.369, 0.927], [3.289, -1.746, 2.074], [3.877, -2.269, 3.120], [2.866, -2.460, 4.010], [1.749, -2.064, 3.541], [1.972, -1.598, 2.282], [3.412, -0.550, -0.020], [4.063, -0.019, -1.034], [3.123, 0.691, -1.706], [1.986, 0.595, -1.140], [2.126, -0.185, -0.034], [4.949, -1.494, 0.919], [-1.206, 1.688, 1.716], [-0.365, 0.965, 2.889], [-0.709, 1.625, 4.091], [-0.714, -0.477, 2.794], [1.027, 1.019, 2.397], [-1.188, -2.391, -2.933], [-1.051, -3.175, -1.015], [-1.559, -1.578, 0.499], [0.996, -2.755, -0.131], [-1.744, -5.026, -0.445], [-2.616, 3.283, -1.075], [-2.052, 1.545, -1.460], [-1.021, 1.419, -2.996], [-3.460, 0.352, -1.366], [-0.281, 1.402, 0.127], [-3.386, 3.578, -1.792], [-1.796, 3.999, -1.140], [-3.046, 3.342, -0.074], [-1.650, 1.619, -3.868], [-0.620, 0.408, -3.092], [-0.192, 2.128, -2.993], [-4.256, 0.759, -2.000], [-3.848, 0.245, -0.353], [-3.172, -0.625, -1.752]], "orbital_gap_ev": 5.62, "relative_energy_ev": 1.105, "lumo_energy_ev": -0.25, "charge": -1}

(10)
{"formula": "C5H10BNO", "method": "the ωB97M-V functional and the def2-TZVPD basis", "symbols": ["C", "C", "C", "N", "B", "C", "O", "C", "H", "H", "H", "H", "H", "H", "H", "H", "H", "H"], "positions_angstrom": [[-2.408, 0.311, -2.105], [-1.352, 0.189, -1.345], [-1.069, 0.484, 0.132], [0.287, -0.004, 0.036], [1.401, -0.323, 0.810], [1.253, -0.091, 2.333], [2.529, -0.985, 0.274], [0.101, -0.200, -1.592], [-2.350, 0.158, -3.255], [-3.331, 0.543, -1.599], [-1.056, 1.615, 0.502], [-1.646, -0.102, 1.033], [0.283, -0.302, 2.739], [1.357, 0.875, 2.647], [1.882, -0.648, 2.890], [3.276, -0.615, 0.824], [0.168, -1.275, -2.033], [0.673, 0.370, -2.291]], "smiles": "C=C1CN(B(C)O)C1", "orbital_gap_ev": 9.59, "relative_energy_ev": 1.845, "lumo_energy_ev": 0.63}

(11)
{"formula": "C5H10BrN2", "method": "the ωB97M-V functional and the def2-TZVPD basis", "symbols": ["C", "C", "C", "C", "C", "N", "N", "Br", "H", "H", "H", "H", "H", "H", "H", "H", "H", "H"], "positions_angstrom": [[-0.757, -1.610, -1.306], [-0.079, -1.416, -0.178], [1.080, 1.442, -0.437], [-1.170, -0.146, 1.624], [0.899, 0.615, 0.791], [0.438, 1.418, -1.578], [-0.163, -0.218, 0.698], [2.785, -0.419, 0.338], [-0.694, -2.568, -1.814], [-1.557, -0.975, -1.809], [0.683, -2.090, 0.185], [1.702, 2.287, -0.102], [-1.116, -0.863, 2.423], [-1.317, 0.757, 2.176], [-2.149, -0.193, 1.139], [0.883, 1.159, 1.798], [0.707, 2.159, -2.218], [-0.175, 0.659, -1.730]], "orbital_gap_ev": 8.00, "relative_energy_ev": 3.255, "lumo_energy_ev": -5.22, "charge": 1}

(12)
{"formula": "C5H10BrN3O3", "method": "the ωB97M-V functional and the def2-TZVPD basis", "symbols": ["C", "O", "N", "N", "O", "C", "Br", "C", "O", "N", "C", "C", "H", "H", "H", "H", "H", "H", "H", "H", "H", "H"], "positions_angstrom": [[0.531, 4.203, 0.306], [1.333, 3.061, -0.058], [0.898, 1.876, 0.412], [1.631, 0.985, -0.043], [2.683, 1.107, -0.661], [1.092, -0.322, 0.333], [2.498, -1.538, 0.271], [-0.015, -0.780, -0.703], [-0.179, -0.067, -1.659], [-0.674, -1.905, -0.350], [-1.867, -2.083, -1.189], [-0.699, -2.599, 0.977], [-0.406, 3.936, -0.038], [0.895, 5.153, -0.015], [0.320, 4.395, 1.440], [0.571, -0.453, 1.378], [-2.714, -2.111, -0.648], [-1.984, -1.451, -2.051], [-1.731, -3.175, -1.542], [-1.686, -3.083, 1.039], [-0.026, -3.339, 0.925], [-0.470, -1.812, 1.876]], "smiles": "CO/N=[N+](\\[O-])[C@H](Br)C(=O)N(C)C", "orbital_gap_ev": 9.51, "relative_energy_ev": 1.685, "lumo_energy_ev": 0.53}

no.,E_tot (Eh)
1,-9612.5978
2,-7807.5584
3,-840.2947
4,-789.6230
5,-196.4429
6,-196.2955
7,-196.4112
8,-196.4686
9,-7988.8786
10,-351.3422
11,-2879.6957
12,-3160.3067